DFT (ωB97M-V with the def2-TZVPD basis set) results for a molecular structure, C30H45ErNOP at a distorted geometry.

Last column: Löwdin spin population.
Geometry (Å):
C: -0.7066 1.4374 0.7505  -0.0031
C: -0.2957 1.6980 -0.5871  -0.0024
C: -1.4263 2.2190 -1.2982  -0.0063
H: 0.7074 1.5144 -0.9722  0.0003
C: -2.5444 2.2343 -0.3982  -0.0019
C: -2.0950 1.7728 0.8778  -0.0042
H: -2.6589 1.7418 1.8109  0.0001
H: -0.0253 1.1278 1.5456  0.0001
H: -1.4203 2.5590 -2.3352  -0.0002
H: -3.5440 2.6073 -0.6328  0.0003
C: -1.4569 -2.6392 -0.9298  -0.0059
C: -0.4685 -2.1088 -0.0394  -0.0038
C: -1.1258 -1.6780 1.1440  -0.0036
H: 0.6157 -2.1204 -0.1480  0.0000
C: -2.5295 -1.9055 0.9857  -0.0025
C: -2.7327 -2.4971 -0.3008  -0.0046
H: -3.6990 -2.7990 -0.7159  0.0001
H: -1.2391 -3.0861 -1.9008  -0.0002
H: -0.6031 -1.3773 2.0491  0.0001
H: -3.2826 -1.7315 1.7537  0.0003
Er: -1.8718 -0.1604 -0.6790  3.0393
O: -4.5276 0.4047 -2.2846  -0.0001
C: -4.2173 0.8113 -3.6423  0.0000
C: -5.5301 1.2698 -3.0524  -0.0001
H: -3.4074 1.5548 -3.7069  0.0000
H: -4.2863 0.0171 -4.4055  0.0000
H: -5.5605 2.3042 -2.6880  0.0000
H: -7.9143 2.5286 -3.4185  0.0000
C: -7.9507 1.4832 -3.7098  0.0000
C: -6.7942 0.6736 -3.5161  0.0000
C: -6.8655 -0.6782 -3.9103  0.0000
H: -5.9951 -1.3227 -3.7929  0.0000
C: -8.0445 -1.2067 -4.4428  0.0000
H: -8.0837 -2.2701 -4.7149  0.0000
C: -9.1750 -0.3998 -4.6363  0.0000
H: -10.0917 -0.8237 -5.0681  0.0000
C: -9.1099 0.9592 -4.2789  0.0000
H: -9.9829 1.5985 -4.4516  0.0000
C: 3.6438 -2.4737 0.0320  0.0000
C: 4.1445 -1.0386 0.1835  0.0000
C: 5.6142 -1.1096 0.6112  0.0000
C: 4.0344 -0.3557 -1.1935  0.0000
P: 3.0402 -0.1329 1.3606  -0.0003
N: 1.5256 -0.2290 0.7604  -0.0014
C: 2.9994 -0.8903 3.0696  -0.0001
C: 4.2762 -0.5763 3.8622  0.0000
C: 1.7614 -0.3659 3.8012  0.0000
C: 2.8633 -2.4189 3.0154  0.0000
C: 3.5967 1.6381 1.4725  0.0000
C: 3.2481 2.3622 0.1734  0.0000
C: 2.8675 2.3559 2.6142  0.0000
C: 5.1096 1.8078 1.7356  0.0000
H: 3.9942 -3.1209 0.8465  0.0000
H: 4.0665 -2.8479 -0.9101  0.0000
H: 2.5486 -2.4954 -0.0217  0.0000
H: 6.1029 -1.7257 -0.1536  0.0000
H: 6.0951 -0.1309 0.5961  0.0000
H: 5.7482 -1.6020 1.5831  0.0000
H: 2.9879 -0.0834 -1.4058  0.0000
H: 4.7058 0.5125 -1.2811  0.0000
H: 4.3645 -1.1048 -1.9258  0.0000
H: 4.3723 0.4916 4.1081  0.0000
H: 4.2054 -1.1474 4.8059  0.0000
H: 5.1644 -0.9438 3.3309  0.0000
H: 0.8985 -0.3893 3.1132  0.0000
H: 1.5674 -1.0239 4.6585  0.0000
H: 1.8977 0.6585 4.1683  0.0000
H: 2.0859 -2.7207 2.3038  0.0000
H: 3.8141 -2.9152 2.7728  0.0000
H: 2.5517 -2.7355 4.0260  0.0000
H: 2.1716 2.2942 -0.0248  0.0000
H: 3.5630 3.4042 0.3054  0.0000
H: 3.7808 1.9650 -0.6915  0.0000
H: 3.2406 2.0635 3.6051  0.0000
H: 3.0722 3.4275 2.4654  0.0000
H: 1.7853 2.1935 2.5510  0.0000
H: 5.7019 1.6325 0.8281  0.0000
H: 5.2551 2.8622 2.0173  0.0000
H: 5.4731 1.1958 2.5704  0.0000

## Properties
<S²>: 3.753
HOMO-LUMO gap (spin up / spin down) in eV: 4.4 / 4.5
Strongest force on any atom in eV/A: 6.39
E_tot in a.u.: -2656.3541
2S+1: 4